No. 1
This record from the Open Molecules 2025 dataset describes a molecular structure, C29H23BrN5ORhS. The level of theory is ωB97M-V/def2-TZVPD.

XYZ file:
```
61
Properties=species:S:1:pos:R:3
Rh 0.1396 -0.4114 0.3744
C -1.1371 2.9381 1.1428
C 0.1126 2.1239 0.9907
C 0.8588 2.1641 -0.1938
C 2.0598 1.4621 -0.3173
C 2.5481 0.7011 0.7459
C 1.8053 0.6215 1.9264
C 0.5886 1.3165 2.0424
H -0.8717 3.9670 1.3929
H -1.7697 2.5590 1.9440
H -1.7112 2.9643 0.2168
H 0.4981 2.7543 -1.0269
H 2.6153 1.5135 -1.2442
H 3.4859 0.1707 0.6593
H 2.1717 0.0348 2.7589
H 0.0391 1.2788 2.9751
Br -5.5237 -4.7661 -8.3723
C -5.6611 -3.3960 -7.1103
C -5.2460 -3.6361 -5.7961
C -5.3324 -2.6333 -4.8614
C -5.8393 -1.3788 -5.2464
C -6.3075 -1.1629 -6.5500
C -6.1932 -2.1649 -7.4881
N -6.0009 -0.3338 -4.3565
N -5.4350 -0.1795 -3.2759
C -4.1469 -0.3601 -2.9331
C -3.0940 -0.4531 -3.8776
C -1.7868 -0.5148 -3.4938
C -1.4255 -0.4766 -2.1210
O -0.2167 -0.5006 -1.7474
C -2.4960 -0.3713 -1.1347
N -2.1165 -0.3349 0.1670
C -3.0406 -0.1756 1.0965
C -4.4023 -0.0576 0.7901
C -4.8012 -0.1140 -0.5196
C -3.8323 -0.2781 -1.5268
H -4.8735 -4.6135 -5.5239
H -5.0377 -2.8156 -3.8366
H -6.7393 -0.2039 -6.8020
H -6.5268 -2.0088 -8.5039
H -3.3390 -0.4559 -4.9318
H -0.9902 -0.5751 -4.2224
H -2.6976 -0.1383 2.1244
H -5.1188 0.0762 1.5882
H -5.8445 -0.0224 -0.7907
N -1.2732 -3.0288 2.1391
C -0.0273 -3.2701 1.6741
N 0.5673 -2.5072 0.7836
C 1.8473 -2.9983 0.4799
C 2.7039 -2.4862 -0.4872
C 3.9418 -3.0836 -0.6540
C 4.3208 -4.1816 0.1182
C 3.4605 -4.7183 1.0605
C 2.2225 -4.1151 1.2229
S 0.9101 -4.5961 2.2710
H -1.8830 -2.5089 1.5286
H -1.7164 -3.7369 2.7011
H 2.3900 -1.6636 -1.1192
H 4.6198 -2.7051 -1.4069
H 5.2910 -4.6336 -0.0335
H 3.7436 -5.5856 1.6411
```

Computed properties:
HOMO level (alpha / beta)	-12.924 / -13.651	eV
multiplicity	5
total charge	+2
max |F|	0.17	eV/Å
LUMO level (alpha / beta)	-0.24655 / -0.27869	Eh
HOMO-LUMO gap (alpha / beta)	6.2148 / 6.0672	eV

=====

No. 2
This record from the Open Molecules 2025 dataset describes a molecular structure, C29H23F9N5O11PSSi at a distorted geometry. The level of theory is ωB97M-V/def2-TZVPD.

XYZ file:
```
80
Properties=species:S:1:pos:R:3
O 2.8839 0.5794 -3.0148
P 3.5977 1.5655 -3.8210
O 2.7096 2.8957 -4.1685
O 4.0482 0.8809 -5.2501
Si 5.5365 2.1887 -2.8858
N 6.5373 2.7648 -4.2423
C 7.6615 2.9449 -3.9145
S 9.0239 3.6530 -3.5775
C 5.2822 3.6800 -1.6642
F 6.5090 3.9686 -1.1493
F 4.8347 4.7018 -2.4257
C 4.3190 3.3858 -0.4977
F 3.0968 3.1835 -1.0515
F 4.6397 2.2320 0.0868
C 4.1365 4.5426 0.5383
F 2.8368 4.7208 0.7795
F 4.6219 5.6973 0.0985
C 4.7982 4.2738 1.9319
F 6.0305 3.8070 1.8203
F 4.0643 3.5498 2.7289
F 4.9301 5.4648 2.5262
H 2.6916 3.0369 -5.1287
H 3.2700 0.9435 -5.8310
H 6.1509 1.0513 -2.1883
C 0.4054 0.1275 -0.7084
C 0.4003 1.4711 -0.3620
C -0.5927 1.9707 0.4659
C -1.5687 1.1107 0.9438
C -1.5763 -0.2322 0.6017
C -0.5821 -0.7237 -0.2299
N -2.6079 1.6307 1.8410
O -2.5862 2.8164 2.1078
O -3.4334 0.8416 2.2713
H 1.1877 -0.2571 -1.3516
H 1.1704 2.1272 -0.7361
H -0.5927 3.0183 0.7328
H -2.3418 -0.8983 0.9733
H -0.5758 -1.7706 -0.5036
C -7.0161 -0.9779 0.8829
C -7.6448 -2.0547 0.2706
C -6.9921 -3.2735 0.1699
C -5.7147 -3.4001 0.6892
C -5.0746 -2.3318 1.2960
C -5.7303 -1.1148 1.3916
N -5.0282 -4.6967 0.6055
O -5.6080 -5.6100 0.0489
O -3.9176 -4.7826 1.1001
H -7.5301 -0.0280 0.9651
H -8.6461 -1.9462 -0.1260
H -7.4849 -4.1083 -0.3061
H -4.0758 -2.4348 1.6966
H -5.2417 -0.2743 1.8656
C -9.8388 -6.8078 -5.5066
C -9.0698 -7.4253 -4.5291
C -9.0179 -6.8956 -3.2495
C -9.7434 -5.7515 -2.9633
C -10.5084 -5.1218 -3.9305
C -10.5539 -5.6551 -5.2087
N -9.7089 -5.2024 -1.6018
O -9.0110 -5.7698 -0.7821
O -10.3810 -4.2125 -1.3712
H -9.8819 -7.2269 -6.5043
H -8.5124 -8.3224 -4.7643
H -8.4176 -7.3796 -2.4918
H -11.0691 -4.2262 -3.7026
H -11.1500 -5.1744 -5.9731
C 7.2323 3.7072 5.6959
C 7.7025 3.4454 4.4157
C 8.7707 2.5813 4.2322
C 9.3540 1.9844 5.3369
C 8.8993 2.2424 6.6190
C 7.8325 3.1097 6.7964
N 10.4711 1.0487 5.1435
O 10.8585 0.8589 4.0053
O 10.9404 0.5167 6.1320
H 6.3938 4.3786 5.8363
H 7.2367 3.9119 3.5654
H 9.1332 2.3808 3.2338
H 9.3612 1.7774 7.4784
H 7.4661 3.3174 7.7931
```

Computed properties:
HOMO level	-9.671	eV
multiplicity	1
total charge	0
max |F|	4.01	eV/Å
LUMO level	-0.02140	Eh
HOMO-LUMO gap	9.0884	eV